The following is a quantum chemistry calculation of 2 unconnected molecules or ions with the total composition C6H12OS, from the Open Molecules 2025 dataset.

For the HOMO-LUMO gap, the calculation gives 7.8 eV. The total energy is -708.99572 Eh.

Geometry as XYZ:
```
20
Properties=species:S:1:pos:R:3:forces:R:3
C 0.161 -0.802 -0.071 -1.4 1.9 0.8
H 1.280 -0.063 2.593 -1.0 -0.7 0.2
H 0.159 -0.793 -2.392 -0.7 -2.3 2.9
C 0.342 -1.522 1.333 0.0 3.8 -1.3
H 1.235 -2.106 -1.451 -3.4 0.7 0.0
H -1.212 3.710 -1.980 -1.3 -1.8 1.4
O 1.521 -2.137 1.345 6.3 1.2 3.8
C 0.123 -1.539 -1.402 1.1 -1.2 0.1
C -1.342 2.989 -1.065 2.7 0.4 -0.1
C -0.181 0.512 0.010 0.7 -2.5 -2.5
H -0.299 -2.322 1.403 -2.5 -1.6 0.3
H -0.065 0.870 0.971 -0.3 2.0 1.0
H 2.313 -1.280 2.279 -2.6 -3.2 -3.6
S -0.471 1.345 -1.521 -0.8 1.9 0.4
H -2.304 2.755 -0.552 0.6 0.7 -0.9
C 0.254 -0.576 2.591 -0.6 1.7 -1.6
H -0.607 3.528 -0.385 -1.2 -0.8 -0.2
H -0.925 -2.249 -1.188 3.3 1.6 -1.6
H 0.123 -1.229 3.477 -0.1 0.9 -0.3
H -0.469 0.377 2.424 1.1 -2.8 1.4
```
Positions in Å, forces in eV/Å.

Here are the Löwdin charges for atoms 1 to 8, given in e: -0.3610, 0.0741, 0.0644, -0.5187, 0.1272, 0.0608, -0.1256, -0.1245